{"formula": "C27H58BO9P2", "method": "the ωB97M-V functional and the def2-TZVPD basis", "total_charge": 1, "orbital_gap_ev": 7.5, "energy_ha": -2448.20033, "homo_ev": -10.85, "symbols": ["C", "H", "H", "H", "H", "H", "C", "H", "H", "C", "H", "C", "C", "C", "H", "H", "O", "H", "H", "H", "H", "H", "H", "H", "H", "C", "H", "C", "H", "B", "H", "H", "O", "C", "H", "H", "H", "H", "C", "C", "C", "H", "H", "C", "H", "O", "H", "H", "C", "C", "H", "H", "O", "H", "C", "C", "C", "H", "C", "H", "H", "H", "H", "H", "H", "H", "H", "H", "O", "C", "H", "O", "C", "H", "C", "C", "H", "H", "H", "P", "C", "H", "O", "H", "C", "H", "C", "H", "O", "H", "H", "C", "H", "P", "H", "H", "O"], "xyz": [[-4.6033, 3.0554, 0.9478], [-0.3893, 2.4032, -1.2060], [2.8779, -4.6124, -0.9397], [-2.3622, -1.8146, 3.1669], [-3.4486, 4.2871, 2.3342], [5.9872, -2.2529, -0.9484], [-3.9710, -0.4870, -1.4119], [5.8662, -3.9304, -0.4519], [3.5565, -3.0004, 0.6249], [4.1479, 4.9440, 3.4381], [2.0881, 5.5797, 3.6372], [2.5369, 3.7390, 4.6819], [0.7462, 0.0047, -1.6666], [-2.0191, -3.1899, -0.8240], [-2.5010, 3.5406, 1.0403], [-0.3181, 0.0872, -1.4543], [1.1791, 2.4994, 0.0490], [-3.6400, -1.0068, -2.3131], [-4.6606, -1.0664, 3.9170], [4.6838, 4.1078, 2.9829], [2.7008, 2.6902, 4.3996], [4.2150, 2.0146, 1.1940], [1.2291, -0.2912, -0.7397], [1.3212, -3.2813, 0.1367], [6.2249, -1.4872, 1.2798], [-5.3661, 0.0530, -1.5778], [0.8827, 3.4814, -1.7624], [5.5398, -2.9190, -0.2149], [-1.4830, -2.5008, -3.9809], [0.0697, -3.9706, -3.4018], [-0.7959, -4.0006, 0.7359], [-4.2082, -0.3638, 2.3621], [2.6118, -3.1524, -2.3899], [2.5071, 2.7493, 0.1957], [-2.8745, 5.7916, 0.1280], [2.6733, 1.7080, 2.0382], [-5.7268, 0.3553, -0.5975], [-4.9535, 5.0226, -1.4909], [-3.2920, -2.2663, 2.8316], [-4.2417, 4.4410, -0.9053], [3.1724, 1.7489, 1.0726], [-5.4970, 3.2851, 1.5368], [2.2685, 4.1951, 2.5591], [-2.2565, -4.5083, -4.3054], [-4.3464, 2.0050, 1.1019], [-4.8928, 3.2570, -0.4375], [-1.9130, -2.7020, -1.7932], [0.2447, -1.9393, -0.1304], [0.5149, -2.9267, -0.5008], [4.4688, 5.0339, 4.9259], [2.3619, 1.3791, -1.9698], [1.1676, -5.5273, -4.0124], [-3.0748, -2.8308, 1.5100], [3.7286, -1.8363, -0.6621], [3.4437, -3.7981, -1.3872], [4.0155, -2.8428, -0.3494], [6.0472, -2.5543, 1.1773], [0.2385, -0.9911, -3.5429], [-4.4385, -1.2928, 2.8780], [-0.7402, -3.3638, -5.3032], [-5.3264, -1.7210, 2.4199], [5.4885, 4.7338, 5.1661], [1.5751, 3.8077, 5.1913], [-5.3559, 0.9480, -2.1910], [3.0834, 0.7605, 0.6262], [-3.4062, 4.1598, -1.5556], [4.2334, -4.2543, -1.9748], [-3.0878, -4.1343, -4.8936], [-1.5640, -0.9194, 0.5917], [0.9860, -1.0520, -2.7555], [-1.9232, -5.4455, -4.7397], [3.5636, 4.1424, 5.5803], [-0.7174, -3.8308, -0.3366], [1.0898, 1.5466, -3.1538], [-3.7431, 5.1697, 0.3343], [0.6882, 2.5183, -1.2966], [-2.7911, -3.9473, -0.9382], [-0.5787, -4.8140, -0.7830], [5.3423, -2.8561, 1.9483], [-2.6020, -1.9367, 0.3101], [2.6466, 4.6571, 3.4695], [6.9886, -3.0526, 1.3907], [-3.9557, -1.4183, -0.3115], [-6.0445, -0.6906, -1.9826], [-1.1126, -3.4803, -4.2801], [4.3088, 6.0484, 5.3046], [1.2779, 1.3757, -2.0943], [-2.6164, -4.7320, -3.3054], [0.5063, -5.2619, -3.3652], [1.9519, -0.8663, -3.2282], [4.4096, 5.8492, 2.8942], [-3.4596, 4.0033, 1.2835], [-3.4928, -3.1284, 3.4589], [1.0870, -2.7598, -2.1939], [-4.5303, 5.8058, 0.7431], [-3.2650, 0.3161, -1.2077], [3.0425, 3.7076, -0.3375]], "forces_ev_per_a": [[0.0, 0.0, 0.0], [-0.1, 0.0, 0.1], [-0.1, -0.1, 0.1], [0.1, 0.1, 0.0], [0.0, 0.0, 0.0], [0.1, -0.1, -0.2], [0.1, 0.2, -0.2], [0.0, -0.1, -0.1], [-0.1, -0.1, 0.1], [0.0, 0.0, 0.0], [0.0, 0.0, 0.0], [0.0, 0.0, -0.1], [0.0, 0.2, -0.3], [0.2, -0.2, -0.1], [0.0, 0.0, 0.0], [-0.1, -0.2, 0.1], [0.0, -0.7, 0.0], [0.0, -0.1, -0.1], [0.0, 0.1, 0.1], [0.0, 0.0, 0.0], [0.0, 0.0, 0.0], [0.1, 0.0, 0.1], [0.0, 0.0, 0.2], [0.2, -0.1, -0.1], [-0.1, 0.1, 0.0], [0.0, 0.0, 0.4], [0.2, 0.1, 0.0], [-0.1, -0.1, 0.2], [0.0, 0.1, 0.0], [0.0, -0.1, 0.0], [-0.1, -0.2, 0.1], [0.1, 0.1, 0.0], [0.1, 0.1, 0.3], [0.4, 1.9, -0.9], [0.0, 0.0, 0.0], [0.0, 0.0, 0.1], [-0.1, 0.1, 0.0], [0.0, 0.0, 0.0], [0.1, -0.2, 0.1], [0.0, 0.0, 0.0], [0.2, 0.1, 0.2], [0.0, 0.0, 0.0], [0.0, 0.0, 0.0], [0.1, 0.0, -0.1], [0.0, 0.0, 0.0], [0.0, -0.1, -0.1], [0.1, 0.0, -0.2], [0.0, 0.1, 0.0], [-0.3, -0.2, 0.2], [0.0, 0.0, -0.1], [0.1, 0.1, -0.2], [0.0, -0.3, 0.0], [-0.1, 0.1, 0.2], [0.0, 0.1, 0.1], [0.2, -0.4, -0.1], [-0.1, 0.4, -0.2], [0.1, 0.1, 0.0], [-0.1, 0.1, -0.1], [-0.1, 0.0, -0.1], [0.1, 0.1, -0.1], [-0.1, -0.1, 0.0], [0.0, 0.0, 0.0], [0.0, 0.0, 0.0], [0.0, 0.0, -0.2], [0.0, -0.1, -0.1], [0.0, 0.0, 0.0], [0.1, 0.0, -0.1], [-0.1, 0.0, -0.1], [-0.3, -0.1, 0.0], [0.2, 0.3, 0.2], [0.0, -0.1, -0.1], [0.0, 0.0, 0.1], [0.1, 0.1, 0.2], [-0.1, 0.0, -0.1], [0.0, 0.0, 0.1], [-0.2, 0.4, 0.1], [-0.1, 0.0, 0.0], [0.1, -0.1, -0.2], [-0.1, -0.1, 0.1], [0.3, 0.1, -0.1], [0.0, 0.0, 0.0], [0.1, 0.0, 0.0], [-0.2, 0.1, 0.0], [-0.1, -0.1, -0.1], [-0.1, -0.2, 0.2], [0.0, 0.0, 0.0], [0.1, -0.2, 0.0], [-0.1, 0.0, 0.1], [0.2, 0.4, -0.1], [0.1, -0.1, -0.1], [0.0, 0.0, 0.0], [0.0, 0.0, -0.1], [0.0, -0.1, 0.0], [-0.3, 0.0, -0.4], [0.0, 0.0, 0.0], [0.1, 0.1, 0.1], [-0.6, -1.6, 0.6]]}